C2H8NOP | ωB97M-V/def2-TZVPD

The geometry in XYZ format:
```
13
Properties=species:S:1:pos:R:3:forces:R:3
C -1.0481 -1.0748 -1.4376 -0.44 -1.95 1.05
N -0.1479 -0.0625 -1.0273 0.81 1.10 0.42
P 0.6483 -0.0262 0.4709 7.71 -0.80 -0.83
C 0.3428 1.4263 1.5735 3.11 -2.25 -0.20
O 2.3792 -0.2798 0.3786 -7.07 1.51 0.12
H -1.5053 -0.8683 -2.3490 -0.24 0.60 -1.95
H -0.6622 -2.0894 -1.4602 0.66 -0.19 -0.31
H -1.9082 -1.2093 -0.8436 -1.01 0.37 1.45
H 0.3858 0.1756 -1.8617 0.51 0.46 0.93
H 0.2449 -1.1550 1.1471 -0.99 -0.27 0.13
H 0.8931 2.2312 1.1805 0.67 1.13 -1.02
H -0.6051 1.7482 1.7661 -2.69 0.39 0.67
H 0.9827 1.1839 2.4629 -1.03 -0.11 -0.46
```
Forces are in eV/Å.

## Properties
Molecular weight   93.07 g/mol
Energy above the lowest of the compared OMol25 structures with the same formula, charge and spin   2.219 eV
Frontier orbital gap   0.3616 Ha
SMILES   CN[P@H](C)=O
Electronic energy   -15028.9040 eV
Net charge   0
Highest occupied orbital energy   -9.01 eV

---

C18H21AlF3N2S5Sb | ωB97M-V/def2-TZVPD

The geometry in XYZ format:
```
51
Properties=species:S:1:pos:R:3:forces:R:3
Al 0.2619 -0.5773 -2.0154 0.02 0.12 0.19
F 3.4003 -4.2632 0.8248 0.03 -0.02 0.06
C 2.4001 -3.7636 1.5808 -0.17 -0.06 -0.26
F 2.8366 -2.6114 2.0956 0.06 0.04 0.13
F 2.2513 -4.6255 2.6228 0.12 0.02 0.03
C 1.1177 -3.6216 0.8187 0.01 0.06 -0.13
C 0.0610 -4.4668 1.0950 -0.06 0.03 0.02
C -1.1264 -4.3570 0.3839 -0.01 -0.04 -0.01
C -1.2222 -3.3358 -0.5455 0.09 0.18 -0.03
N -0.2304 -2.4886 -0.7933 0.02 -0.27 0.07
C 0.9796 -2.6581 -0.2119 -0.03 0.05 -0.10
S 2.1944 -1.6576 -0.8984 -0.35 -0.03 0.02
H 0.1670 -5.2152 1.8688 0.00 -0.01 -0.01
H -1.9588 -5.0268 0.5573 0.06 0.04 0.00
H -2.1287 -3.1803 -1.1213 0.02 0.03 0.05
S 0.5206 0.0860 -7.0656 0.01 -0.05 0.05
Sb -0.3631 0.3948 -4.9906 0.15 -0.01 -0.17
S 1.2703 1.0270 -3.3526 -0.07 0.01 -0.09
S -0.6734 -1.6752 -3.7845 0.02 0.00 0.12
S -2.2513 1.6702 -4.8623 0.01 0.01 0.04
C 3.9544 2.2887 0.2261 -0.03 0.00 -0.01
C 2.5064 2.2128 0.6501 0.01 -0.02 0.00
C 2.0480 2.8962 1.7771 0.00 -0.02 -0.04
C 0.7090 2.7863 2.1158 -0.04 -0.01 -0.05
C 0.1613 3.5099 3.3244 -0.02 -0.01 0.00
C -0.1581 2.0160 1.3449 0.10 -0.10 -0.11
C 0.2527 1.3066 0.1848 0.03 -0.06 0.15
C 1.6356 1.4495 -0.1006 -0.11 0.07 -0.07
N -0.5522 0.5042 -0.6177 -0.08 0.00 0.12
C -2.0344 0.5545 -0.4181 0.13 0.06 -0.13
C -2.4662 -0.1469 0.8895 0.03 0.06 -0.03
C -2.5997 1.9854 -0.5881 0.04 -0.06 0.08
C -2.7448 -0.2132 -1.5370 0.03 0.03 0.00
H 4.5233 2.9516 0.8827 -0.02 -0.02 -0.02
H 4.0432 2.6598 -0.7994 -0.02 -0.03 0.07
H 4.4189 1.2986 0.2526 -0.03 0.04 0.00
H 2.7252 3.5037 2.3720 -0.03 -0.03 -0.02
H 0.9537 4.0449 3.8532 -0.03 -0.02 -0.02
H -0.3053 2.8142 4.0294 0.03 0.03 -0.04
H -0.6017 4.2390 3.0346 0.03 -0.03 0.02
H -1.1715 1.9710 1.6958 -0.22 -0.01 -0.06
H 2.0530 0.9619 -0.9656 -0.03 0.05 -0.02
H -1.9890 0.2366 1.7869 0.04 0.04 0.02
H -2.2074 -1.2074 0.8165 -0.03 0.06 0.02
H -3.5531 -0.0710 1.0162 0.08 0.01 -0.01
H -2.2737 2.7188 0.1438 0.09 -0.04 0.10
H -3.6943 1.9354 -0.5523 0.07 0.02 0.01
H -2.3149 2.3461 -1.5807 -0.01 -0.04 0.07
H -2.3655 -1.2214 -1.6536 0.01 -0.09 0.01
H -2.6494 0.2951 -2.4990 0.02 -0.05 0.01
H -3.8097 -0.2811 -1.2907 0.04 0.03 -0.04
```
Forces are in eV/Å.

## Properties
Molecular weight   631.45 g/mol
Energy above the lowest of the compared OMol25 structures with the same formula, charge and spin   0.488 eV
Frontier orbital gap   0.2255 Ha
Electronic energy   -97459.4347 eV
Net charge   -2
Highest occupied orbital energy   -1.83 eV

---

H28O14 | ωB97M-V/def2-TZVPD

The geometry in XYZ format:
```
42
Properties=species:S:1:pos:R:3:forces:R:3
O -0.6501 3.5902 -2.9029 0.01 -1.43 -0.14
H -1.3536 2.9466 -3.1054 -0.45 0.62 0.14
H 0.0588 2.9282 -2.9413 0.43 0.63 0.12
O 1.8997 1.5531 4.3589 -0.18 -0.12 -0.26
H 2.3222 0.9698 3.7168 0.11 -0.01 0.13
H 1.7044 2.3444 3.8451 0.08 0.13 0.08
O -2.1746 -2.5288 1.7650 -0.48 -0.78 1.16
H -2.3738 -2.1747 2.6435 -0.16 0.80 -0.37
H -2.0014 -3.4301 2.0770 0.07 -0.18 -0.80
O -2.6106 0.2992 0.4232 -0.90 0.26 1.06
H -1.6739 0.4318 0.5509 -0.52 0.00 -0.03
H -2.7492 -0.0592 -0.4478 0.76 0.17 -0.45
O 1.6875 -1.9500 -3.1372 -0.77 0.15 0.77
H 1.4420 -1.6774 -4.0256 0.68 -0.13 -0.02
H 2.6149 -2.1387 -2.9987 0.22 0.16 -0.74
O 3.3606 2.5563 -0.0094 0.45 -0.76 0.28
H 2.5624 3.0792 0.1137 -0.18 0.38 -0.42
H 3.8692 2.8270 -0.7805 -0.48 0.34 0.15
O -4.4035 -1.4942 -0.6635 0.84 1.02 0.22
H -3.6559 -1.2678 -0.0693 -0.74 -1.19 0.22
H -4.6691 -0.5858 -0.8701 -0.68 -0.36 -0.17
O 0.1609 -3.1557 -1.1114 -2.07 0.28 1.35
H 0.4149 -4.0656 -1.2193 0.98 0.30 -0.76
H 0.6465 -2.3903 -1.4149 0.94 -0.97 -0.88
O 0.3725 3.2504 0.4516 0.54 0.55 0.08
H 0.4975 2.3593 0.8096 -0.31 0.21 -0.32
H -0.0296 3.2069 -0.4229 -0.10 -0.23 0.05
O -0.3583 0.5625 -0.8577 1.70 -0.55 0.45
H 0.5681 0.3177 -1.0308 -0.18 0.12 -0.77
H -0.2448 0.5460 0.1147 -0.22 0.55 -0.53
O 0.2454 -1.7555 1.1418 1.01 1.16 0.56
H 0.6886 -2.6002 1.2673 -0.25 0.03 -0.35
H -0.4520 -1.8530 0.4883 -0.09 -0.70 0.06
O -2.2573 0.4116 -2.9015 0.23 -0.05 -0.22
H -1.5129 0.0531 -2.3989 -0.04 0.16 -0.05
H -2.9590 0.4419 -2.2508 -0.31 0.13 -0.15
O 3.2732 -1.4171 2.0666 -0.08 -0.46 0.29
H 4.0276 -0.8251 2.0355 -0.12 0.24 -0.19
H 2.5170 -0.9868 1.6611 0.17 0.28 -0.17
O 0.4591 0.8930 1.7527 -0.08 -1.20 0.68
H 0.2362 0.8639 2.6974 -0.04 0.56 -0.05
H 0.5001 -0.0761 1.5794 0.20 -0.13 -0.01
```
Forces are in eV/Å.

## Properties
Molecular weight   252.21 g/mol
Energy above the lowest of the compared OMol25 structures with the same formula, charge and spin   3.011 eV
Frontier orbital gap   0.3992 Ha
Electronic energy   -29118.6410 eV
Net charge   0
Highest occupied orbital energy   -11.13 eV

---

C4H8N2O | ωB97M-V/def2-TZVPD

The geometry in XYZ format:
```
15
Properties=species:S:1:pos:R:3:forces:R:3
C -1.0231 0.5343 1.4435 -0.05 -0.01 -0.18
C 0.1379 0.9577 0.5614 -0.31 0.20 -0.26
O 1.3490 0.2382 0.9734 0.09 -0.04 -0.15
C 1.2618 -0.5613 -0.1385 0.14 -0.56 -0.29
N 1.7335 -1.6935 -0.4010 -0.02 0.28 0.23
C 0.2613 0.3047 -0.8485 0.01 0.06 0.06
N -0.8735 -0.2964 -1.4778 -0.07 -0.15 -0.10
H -1.3648 -0.4496 1.1094 -0.08 0.08 0.09
H -1.8662 1.2270 1.3808 0.11 -0.08 -0.13
H -0.7409 0.4446 2.5014 0.17 0.19 -0.36
H 0.2993 2.0218 0.4289 0.13 0.26 0.85
H 2.2931 -2.0443 0.3740 0.10 -0.03 -0.01
H 0.7965 0.9910 -1.5223 -0.21 -0.11 0.22
H -0.9821 -0.0114 -2.4422 0.04 -0.11 0.14
H -0.8081 -1.3057 -1.4355 -0.05 0.01 -0.10
```
Forces are in eV/Å.

## Properties
Molecular weight   100.12 g/mol
Energy above the lowest of the compared OMol25 structures with the same formula, charge and spin   1.859 eV
Frontier orbital gap   0.3902 Ha
Electronic energy   -9304.5341 eV
Net charge   0
Highest occupied orbital energy   -9.69 eV